{
  "formula": "C5H12N4OS",
  "method": "wB97M-V/def2-TZVPD",
  "elements": ["C", "C", "N", "C", "O", "C", "N", "C", "N", "N", "S", "H", "H", "H", "H", "H", "H", "H", "H", "H", "H", "H", "H"],
  "coordinates": [[1.577477, -2.095761, -1.253039], [0.901742, -1.207915, -0.222757], [1.555454, 0.110487, -0.215004], [1.069113, 1.153175, 0.376606], [1.676432, 2.269543, 0.390066], [-0.292822, 1.080066, 1.107358], [-0.680150, 2.429599, 1.402928], [-1.231645, 0.245779, 0.310040], [-2.466786, 0.399138, 0.026142], [-0.498103, -1.042879, -0.510934], [-1.432899, -1.791599, -1.687907], [1.490639, -1.666484, -2.249722], [1.128107, -3.086288, -1.259989], [2.627572, -2.221473, -1.004241], [1.017165, -1.636497, 0.788292], [2.454963, 0.180236, -0.694165], [1.169217, 2.968739, 0.887779], [-0.090248, 0.537446, 2.050826], [-1.199017, 2.903019, 0.673169], [-1.115962, 2.579630, 2.301757], [-3.066795, 1.130519, 0.400742], [-2.891651, -0.305450, -0.599034], [-1.701804, -2.933032, -1.018913]],
  "forces_ev_per_a": [[0.01, 0.02, 0.07], [0.19, -0.66, 0.28], [0.49, 0.45, -0.18], [-0.48, -0.33, 0.14], [0.45, 0.32, -0.09], [0.22, 0.43, 0.32], [-0.29, -0.02, 0.00], [1.99, -4.59, -3.33], [0.27, 0.04, 0.38], [-2.99, 4.51, 2.62], [0.12, -0.16, -0.03], [-0.01, 0.03, -0.04], [0.00, 0.03, 0.05], [0.12, 0.02, 0.09], [0.03, 0.13, -0.29], [-0.10, 0.13, 0.15], [-0.06, -0.50, -0.12], [-0.07, 0.04, -0.20], [0.00, 0.04, -0.03], [0.04, -0.04, 0.13], [0.15, 0.02, 0.05], [0.06, 0.04, 0.02], [-0.15, 0.05, 0.02]],
  "lowdin_charge": [-0.027, -0.374, 0.211, -0.252, 0.242, -0.191, 0.098, -0.057, 0.257, -0.398, 0.950, 0.099, 0.095, 0.108, 0.175, 0.205, 0.174, 0.210, 0.127, 0.132, 0.176, 0.098, -0.059],
  "charge": 2,
  "smiles": "C[C@H]1[NH+]=C(O)[C@@H](N)C(=[NH2+])N1S",
  "total_energy_ev": -24205.043,
  "molar_mass_g_mol": 176.2
}